Entry 1:
A 4-piece molecular cluster, C36H63F5O11PS overall. Source: the OMol25 dataset; level of theory: ωB97M-V/def2-TZVPD.

Computed properties:
Energy, eV: -94588.20758
HOMO-LUMO gap, eV: 6.75
Relative energy (zero: lowest compared OMol25 entry of this formula, charge and spin), kJ/mol: 0.0
Charge: -1

Last column: Löwdin charge in e.
Positions of all 117 atoms, in Å:
C  2.43966  -2.06104  0.50766  -0.12
O  2.78377  -0.70913  0.34183  -0.20
C  2.02190  -0.08932  -0.68146  -0.23
C  2.58439  1.30211  -0.96565  -0.15
C  1.55550  2.42579  -0.81017  -0.22
C  1.81118  3.63518  -1.70460  -0.20
C  1.09825  4.90650  -1.22807  -0.20
C  0.34266  5.68782  -2.32184  -0.21
C  -1.17714  5.59450  -2.17258  -0.21
C  -1.65090  4.13572  -2.11651  -0.22
C  -3.10902  3.92971  -2.51053  -0.25
C  -3.54951  2.46586  -2.61756  -0.29
P  -3.40333  1.41684  -4.21227  0.61
C  -2.41077  2.68817  -5.24165  -0.27
C  -2.20869  2.22092  -6.67351  -0.19
O  -1.08182  2.94489  -7.29744  -0.04
C  0.08836  2.26806  -7.35323  -0.55
C  1.17854  2.91439  -6.54846  0.02
O  0.24845  1.27194  -8.01146  0.11
C  -1.76609  0.43096  -3.71684  -0.51
F  -1.14945  0.00479  -4.87932  0.01
F  -0.80765  1.23050  -3.10592  0.00
C  -1.99182  -0.75269  -2.83842  -0.16
C  -2.30233  -1.98959  -3.38035  0.00
C  -2.53859  -3.07825  -2.55689  -0.04
C  -2.46891  -2.94822  -1.18163  0.00
C  -2.15887  -1.70867  -0.64821  -0.12
C  -2.05553  -1.58698  0.82850  -0.52
F  -3.18004  -1.96514  1.49078  0.13
F  -1.06896  -2.37413  1.35310  0.10
F  -1.78030  -0.32739  1.24104  0.12
C  -1.92048  -0.61940  -1.45859  0.03
S  -5.35904  2.34632  -5.01926  0.51
C  -6.71068  1.54220  -4.17287  -0.22
O  -5.50505  3.77359  -4.71425  -0.43
O  -5.51468  1.96370  -6.42612  -0.43
H  1.37673  -2.17912  0.74123  0.07
H  2.67203  -2.63658  -0.39348  0.10
H  3.02137  -2.45364  1.33837  0.09
H  0.97316  -0.02840  -0.37012  0.11
H  2.05985  -0.71405  -1.57994  0.13
H  2.97028  1.33026  -1.98499  0.11
H  3.41070  1.45903  -0.27400  0.12
H  0.56478  2.02665  -1.02778  0.10
H  1.52848  2.75335  0.23349  0.10
H  1.48950  3.38354  -2.71366  0.10
H  2.88978  3.80675  -1.75518  0.11
H  1.83314  5.56679  -0.76792  0.10
H  0.38451  4.63053  -0.45329  0.09
H  0.58956  5.29602  -3.31192  0.10
H  0.64543  6.73666  -2.33185  0.10
H  -1.50693  6.15313  -1.29290  0.11
H  -1.64173  6.07782  -3.03667  0.11
H  -0.99718  3.56120  -2.76759  0.08
H  -1.53807  3.77009  -1.09386  0.11
H  -3.69447  4.37964  -1.69799  0.11
H  -3.37376  4.51095  -3.38970  0.08
H  -3.08788  1.91402  -1.79322  0.06
H  -4.61948  2.42889  -2.40238  0.05
H  -3.48588  0.55728  -5.37880  0.01
H  -4.24683  0.43737  -3.50515  0.00
H  -2.93712  3.63973  -5.29400  0.07
H  -1.43057  2.84197  -4.79748  0.06
H  -1.97821  1.16353  -6.74738  0.09
H  -3.07371  2.45770  -7.28207  0.11
H  1.44115  3.87301  -6.99465  0.09
H  0.82392  3.12019  -5.54096  0.07
H  2.04438  2.26188  -6.50812  0.08
H  -2.36802  -2.10514  -4.45285  0.12
H  -2.76424  -4.03882  -2.99717  0.11
H  -2.62092  -3.77969  -0.51170  0.09
H  -1.65583  0.33178  -1.02383  0.11
H  -6.68733  0.47789  -4.38476  0.05
H  -7.61108  1.99769  -4.57845  0.05
H  -6.63995  1.71361  -3.10282  0.04
O  4.16448  -1.42060  4.17947  0.09
C  3.12331  -0.83038  4.04802  -0.51
O  2.40838  -1.03141  2.93581  -0.03
C  1.08158  -0.50619  2.76154  -0.21
C  1.06241  0.92551  2.27381  -0.04
C  2.64717  0.16859  5.07972  0.02
H  0.50492  -0.62786  3.68003  0.12
H  0.62455  -1.14097  2.01186  0.07
H  1.51479  1.61559  2.98786  0.08
H  0.02761  1.22652  2.11878  0.09
H  1.60033  1.02292  1.33078  0.04
H  3.13684  1.12043  4.87740  0.10
H  2.96650  -0.17930  6.05911  0.08
H  1.57296  0.32642  5.09472  0.07
O  -2.72832  -5.48144  0.96908  0.10
C  -1.95363  -5.24591  1.85424  -0.54
O  -0.63638  -5.29003  1.57429  0.00
C  0.36255  -4.82120  2.48424  -0.24
C  0.75617  -5.87195  3.50139  -0.06
C  -2.41677  -4.92872  3.25689  0.02
H  0.04189  -3.89107  2.95515  0.10
H  1.20986  -4.57631  1.84661  0.12
H  -0.08095  -6.14562  4.14398  0.07
H  1.56375  -5.49922  4.13209  0.08
H  1.09874  -6.77335  2.99375  0.08
H  -2.59858  -5.86939  3.77636  0.09
H  -3.35656  -4.38906  3.17853  0.09
H  -1.71832  -4.33537  3.83996  0.07
O  5.31231  -4.13266  10.90901  0.10
C  5.30563  -3.59111  9.83870  -0.53
O  4.16848  -3.61128  9.11696  0.00
C  4.01455  -2.87236  7.89730  -0.24
C  4.55380  -3.60356  6.68966  -0.05
C  6.54720  -2.94675  9.26307  0.01
H  4.45368  -1.87887  7.99966  0.11
H  2.93763  -2.73580  7.80720  0.12
H  5.62934  -3.76616  6.76463  0.07
H  4.35893  -3.02520  5.78743  0.05
H  4.07641  -4.57992  6.59799  0.08
H  7.14263  -3.72565  8.78820  0.09
H  7.11980  -2.53167  10.08789  0.09
H  6.35776  -2.16360  8.53510  0.07

Forces on atoms 1 to 2 (eV/Å):
C 0.299 -0.346 -0.242
O 0.086 0.013 -0.241

Entry 2:
One molecule with the formula C4H5NO2 in a non-equilibrium geometry. Source: the OMol25 dataset; level of theory: ωB97M-V/def2-TZVPD.

Computed properties:
SMILES: C=CN(C=O)C=O
Energy, eV: -9812.77190
HOMO-LUMO gap, eV: 10.57
Relative energy (zero: lowest compared OMol25 entry of this formula, charge and spin), kJ/mol: 148.9

Last column: Löwdin charge in e.
Positions of all 12 atoms, in Å:
C  1.39142  -1.36742  -0.25803  0.02
C  0.76833  -0.25691  -0.58779  -0.14
C  -0.89243  -0.15181  1.16762  -0.24
C  -0.99171  1.53113  -0.53375  -0.29
H  2.35294  -1.57030  -0.75187  0.07
H  1.24106  -2.10420  0.46700  0.03
H  0.97886  0.27720  -1.49346  0.11
H  -0.12486  -0.90377  1.73854  0.18
H  -1.86483  1.76904  0.02932  0.13
N  -0.45601  0.33161  -0.11979  -0.02
O  -1.93318  0.19749  1.66310  0.05
O  -0.46959  2.24793  -1.32089  0.09

Forces on atoms 1 to 2 (eV/Å):
C 1.805 0.241 -0.823
C -1.783 1.239 -1.283